{"formula": "C18H57N3O9", "method": "ωB97M-V with the def2-TZVPD basis set", "lumo_energy_ev": 0.55, "de_lowest_kcal_mol": 54.5, "homo_energy_ev": -8.84, "homo_lumo_gap_ev": 9.3966, "e_tot_ha": -1561.22915, "smiles": "COC[C@H](C)N.COC[C@H](C)N.COC[C@H](C)N.CO.CO.CO.CO.CO.CO", "charge": 0, "species": ["C", "O", "C", "C", "C", "N", "H", "H", "H", "H", "H", "H", "H", "H", "H", "H", "H", "C", "O", "C", "C", "C", "N", "H", "H", "H", "H", "H", "H", "H", "H", "H", "H", "H", "C", "O", "C", "C", "C", "N", "H", "H", "H", "H", "H", "H", "H", "H", "H", "H", "H", "C", "O", "H", "H", "H", "H", "C", "O", "H", "H", "H", "H", "C", "O", "H", "H", "H", "H", "C", "O", "H", "H", "H", "H", "C", "O", "H", "H", "H", "H", "C", "O", "H", "H", "H", "H"], "positions_angstrom": [[-0.3853, 3.2502, 3.0908], [-1.6445, 2.7837, 3.3864], [-2.3054, 2.0622, 2.3635], [-3.4284, 1.2855, 3.0826], [-4.4176, 2.1426, 3.8636], [-2.6562, 0.3870, 3.9682], [-0.3360, 4.0131, 2.3001], [0.2239, 2.4200, 2.7884], [-0.0248, 3.7183, 4.0195], [-2.5975, 2.8205, 1.6014], [-1.6338, 1.2848, 1.9733], [-3.9549, 0.6270, 2.3777], [-3.9124, 2.6506, 4.6895], [-5.2660, 1.5850, 4.3057], [-4.9216, 2.9100, 3.2819], [-2.0483, 0.9539, 4.5685], [-3.2664, -0.1628, 4.5728], [-1.3432, 4.4608, -6.3211], [-1.0003, 4.3706, -4.9319], [-0.4284, 3.1067, -4.6664], [0.2357, 3.1705, -3.2773], [1.3896, 4.1250, -3.2737], [0.8218, 1.8004, -3.1429], [-1.6126, 5.5006, -6.5135], [-2.1970, 3.8327, -6.5988], [-0.4602, 4.2132, -6.9703], [-1.1717, 2.2363, -4.6923], [0.2854, 2.8315, -5.4387], [-0.4648, 3.4219, -2.4722], [1.6468, 4.5193, -2.2779], [1.2045, 5.0050, -3.9196], [2.1634, 3.5292, -3.6896], [1.5504, 1.7327, -2.4693], [0.0282, 1.1892, -2.9134], [-1.6891, -2.1920, 0.3250], [-1.8701, -3.5102, 0.7905], [-1.7688, -4.4960, -0.2374], [-1.4576, -5.8369, 0.3924], [-1.3924, -6.9220, -0.7006], [-2.5203, -6.2233, 1.3419], [-2.1883, -2.0256, -0.6494], [-0.5978, -1.9335, 0.2385], [-2.1102, -1.4659, 1.0676], [-2.6711, -4.5214, -0.8915], [-0.9411, -4.1683, -0.8602], [-0.4700, -5.7742, 0.8575], [-2.3139, -6.9294, -1.2712], [-1.3243, -7.9230, -0.2376], [-0.5608, -6.8357, -1.3567], [-2.9014, -5.4046, 1.7789], [-2.1228, -6.7809, 2.0722], [3.6125, 2.4536, 3.0608], [2.9882, 2.3855, 4.3124], [4.4105, 1.6753, 3.0867], [2.8955, 2.2595, 2.2678], [4.0557, 3.4458, 2.9015], [3.3953, 2.8840, 5.0396], [0.5175, -1.5095, -3.6968], [-0.7548, -1.2135, -3.2959], [1.0400, -2.3425, -3.1404], [0.6003, -1.7297, -4.7550], [1.0909, -0.5975, -3.4822], [-1.3577, -1.4655, -4.0049], [0.7765, -0.4364, 4.1426], [0.5927, -1.1386, 2.9020], [0.1658, 0.4483, 4.1474], [0.6300, -1.1203, 4.9599], [1.8117, -0.1128, 4.1921], [-0.3520, -0.9290, 2.8038], [4.0066, -0.6205, -1.9930], [4.0836, -0.2357, -0.6507], [4.8564, -0.2179, -2.5232], [3.9065, -1.7010, -2.0716], [3.0664, -0.3193, -2.4674], [3.9750, -0.9321, -0.0076], [2.4676, -3.0450, 0.1375], [2.5207, -1.9602, 1.0158], [3.4203, -3.5104, 0.0154], [1.6857, -3.6548, 0.5518], [2.0748, -2.8260, -0.8731], [1.6396, -1.6339, 1.2179], [0.8316, 1.1089, 0.2848], [1.9247, 1.6947, -0.3609], [0.2271, 0.4626, -0.3502], [1.1930, 0.6331, 1.1994], [0.1727, 1.9223, 0.5982], [2.6573, 1.0444, -0.4892]], "atomic_forces_ev_per_a": [[0.69, 0.85, 0.32], [-1.31, -0.16, 0.48], [-0.32, 0.55, 0.29], [0.39, -0.29, 0.24], [-0.60, 0.27, 0.41], [0.01, -0.28, 0.29], [-0.31, -0.06, -0.07], [0.84, -0.36, -0.04], [0.22, -0.29, -0.41], [-0.19, -0.85, 0.09], [-0.01, 0.29, -0.36], [0.12, 0.35, -0.08], [0.05, -0.04, -0.13], [0.63, -0.23, -0.21], [0.20, 0.17, -0.40], [-0.44, -0.21, -0.23], [0.14, 0.21, -0.20], [0.65, 0.49, 0.13], [-0.41, -0.57, -1.32], [-0.92, -0.43, 1.10], [0.52, -1.34, -0.57], [-0.43, 1.54, 0.04], [-2.06, 0.19, -0.78], [-0.01, -0.07, 0.03], [0.13, -0.15, 0.16], [-0.68, 0.07, 0.53], [0.40, 1.16, 0.14], [0.55, 0.17, 0.02], [-0.26, -0.13, -0.29], [0.02, -0.45, -0.29], [0.05, -0.45, 0.27], [1.31, -0.03, -0.34], [0.15, 0.15, 0.95], [0.80, -0.08, 0.13], [0.26, 0.81, 0.21], [-0.46, -0.07, 0.09], [0.14, 0.69, 0.09], [-0.46, -0.71, -0.58], [-0.59, -0.52, 1.09], [0.28, 0.25, -0.69], [0.28, -0.02, 0.36], [-0.74, -0.31, -0.19], [0.17, -0.76, -0.49], [0.23, -0.03, 0.57], [0.32, -0.32, -0.45], [-0.01, 0.16, 0.21], [-0.19, 0.09, -0.17], [0.01, 0.44, -0.04], [0.80, 0.33, -0.62], [-0.08, 0.42, 0.24], [0.10, -0.37, 0.36], [1.56, -0.08, 0.47], [-1.38, 0.04, 1.25], [-0.33, 0.56, -0.70], [-0.09, -0.12, 0.07], [0.01, -0.24, -0.20], [0.18, -0.18, -0.93], [2.81, 0.01, 0.35], [-2.22, -0.24, 0.23], [-0.88, 0.48, -0.31], [0.02, -0.01, -0.26], [0.33, -0.36, -0.38], [-0.06, 0.05, 0.38], [1.67, -0.26, -0.52], [-1.30, 0.68, 0.31], [-0.39, 0.26, 0.40], [-0.50, -0.05, 0.55], [0.16, 0.12, -0.01], [0.12, -0.72, -0.73], [-0.87, -0.99, -0.08], [0.19, 1.49, 0.29], [0.18, -0.10, -0.32], [0.70, -0.29, -0.16], [0.11, 0.68, 0.08], [-0.47, -0.54, 0.11], [-2.02, 0.23, -0.47], [1.30, 0.91, -0.20], [0.59, -0.41, 0.33], [0.07, -1.41, 0.05], [0.34, 0.48, 0.09], [-0.14, 0.01, 0.34], [0.08, 0.52, 0.67], [1.06, -0.02, -0.76], [0.11, -0.43, -0.10], [-0.43, -0.45, -0.04], [0.03, 0.01, -0.10], [-0.53, 0.29, 0.43]], "lowdin_charge": [-0.12, -0.22, -0.19, -0.40, -0.07, 0.03, 0.10, 0.05, 0.10, 0.14, 0.10, 0.13, 0.08, 0.08, 0.07, 0.07, 0.08, -0.11, -0.19, -0.23, -0.41, -0.06, 0.04, 0.08, 0.08, 0.10, 0.14, 0.11, 0.14, 0.09, 0.09, 0.07, 0.03, 0.06, -0.11, -0.20, -0.21, -0.42, -0.07, 0.05, 0.09, 0.08, 0.09, 0.14, 0.11, 0.13, 0.07, 0.08, 0.06, 0.06, 0.06, -0.16, -0.15, 0.09, 0.06, 0.08, 0.09, -0.21, -0.11, 0.08, 0.08, 0.04, 0.09, -0.11, -0.15, 0.05, 0.08, 0.07, 0.05, -0.14, -0.12, 0.08, 0.07, 0.06, 0.05, -0.15, -0.12, 0.08, 0.07, 0.07, 0.03, -0.16, -0.14, 0.08, 0.06, 0.06, 0.06]}